ORCA calculation (wB97M-V/def2-TZVPD) on a cluster of 2 separate species, C6H15NO in total at a distorted geometry.

The SMILES is CCC/C(C)=C/N.O. For the relative energy (zero: lowest compared OMol25 entry of this formula, charge and spin), the calculation gives 4.270 eV. The orbital gap is 9.18 eV. Its charge is 0.

Geometry (Å):
O 1.211 2.386 -2.974
N -2.788 0.740 -0.579
C 2.655 -0.135 -0.245
C -1.928 -1.071 2.015
C -1.169 -0.709 0.727
C -1.483 0.111 -0.280
C 1.322 0.232 0.274
C 0.396 -1.006 0.735
H -3.225 0.465 -1.392
H -2.874 -1.348 1.573
H -1.445 -1.722 2.638
H -2.006 -0.147 2.699
H 1.889 1.681 -3.084
H 0.689 2.212 -2.177
H 2.356 -0.789 -1.357
H 0.801 -1.929 0.190
H -3.423 0.724 0.132
H 0.720 -1.427 1.561
H 3.346 -0.770 0.355
H 0.837 0.895 -0.409
H -0.858 0.229 -1.102
H 1.540 0.885 1.199
H 3.438 0.493 -0.498